Entry 1:
The molecule C5H12O2, computed with wB97M-V/def2-TZVPD.

Orbital gap ... 10.52 eV
Molar mass ... 104.1 u
2S+1 ... 1
ΔE to the lowest compared entry with this formula, charge and spin ... 166.80 kJ/mol

```
19
Properties=species:S:1:pos:R:3:forces:R:3:mulliken_charge:R:1
C 2.30977 -0.12499 0.72655 0.3659 -0.2537 0.1687 -1.376
C 1.05377 0.28140 0.00486 0.1060 0.5221 0.5994 -0.239
C -0.02855 -0.82862 -0.02378 0.3109 0.2784 -0.0896 0.202
O -0.43240 -1.01184 1.32418 -0.2431 -0.1144 0.1789 -0.573
C -1.20927 -0.52359 -0.95109 0.1857 0.2042 0.0809 -0.670
C -1.84762 0.79214 -0.52102 -0.3714 -0.1035 -0.0154 -0.466
O -0.88996 1.82949 -0.48961 -0.5858 0.8988 0.2043 -0.537
H 3.09397 0.58838 0.45868 0.1154 -0.2139 0.2035 0.341
H 2.09334 -0.03506 1.79306 0.3820 -0.2596 0.0080 0.308
H 2.63499 -1.14123 0.50718 0.1373 -0.0403 -0.0335 0.368
H 1.23966 0.53107 -1.05664 -0.0156 0.3653 0.6864 0.399
H 0.82215 1.22645 0.67503 0.3711 -2.0142 -1.5901 0.046
H 0.45135 -1.75231 -0.40826 0.0812 0.3129 0.2358 0.220
H -1.20361 -1.58864 1.34900 0.0743 -0.0331 0.0094 0.341
H -1.94186 -1.35371 -0.96131 0.2414 0.3046 0.2032 0.356
H -0.84191 -0.44220 -1.98322 0.0266 0.0537 0.1977 0.325
H -2.32688 0.66084 0.45806 0.0159 0.0893 -0.1121 0.247
H -2.61626 1.10127 -1.23568 0.0193 -0.0605 0.1133 0.351
H -0.36069 1.79116 0.33401 -1.2169 0.0639 -1.0488 0.357
```
Positions in Å, forces in eV/Å.


Entry 2:
The ion C2H4NO2S2 with charge -1, computed with wB97M-V/def2-TZVPD.

Orbital gap (spin up / spin down) ... 5.59 / 5.91 eV
Molar mass ... 138.2 u
2S+1 ... 3
ΔE to the lowest compared entry with this formula, charge and spin ... 0.00 kJ/mol
Net charge ... -1

```
11
Properties=species:S:1:pos:R:3:forces:R:3:mulliken_spin:R:1
C 1.18261 1.18361 0.10542 -2.2937 -1.4181 0.7240 0.603
C 0.27113 -1.34752 0.24422 0.6905 -0.6326 -1.3228 -0.028
N -0.14083 0.00966 0.28917 1.1678 2.4809 -1.0104 0.620
O -1.69528 2.04152 -0.27872 0.3882 -2.8855 -1.3325 0.088
O -2.69910 -0.22339 -0.13782 0.4575 -0.0237 -0.8521 0.071
S 2.69623 0.63819 -0.03232 1.1389 -0.4368 -0.2467 0.408
S -1.58468 0.57352 -0.68376 -0.3704 2.3407 2.9250 0.170
H 0.68397 2.08193 -0.16197 -0.2697 0.4422 -0.1158 0.002
H 0.57001 -1.60296 1.31047 -0.7738 -0.2850 -1.2046 0.048
H -0.56020 -1.94526 -0.30280 1.4282 0.4728 1.5155 -0.003
H 1.27613 -1.40931 -0.35190 -1.5634 -0.0548 0.9203 0.021
```
Positions in Å, forces in eV/Å.


Entry 3:
The molecule C5H10O2, computed with wB97M-V/def2-TZVPD.

Orbital gap ... 10.75 eV
Molar mass ... 102.1 u
2S+1 ... 1
ΔE to the lowest compared entry with this formula, charge and spin ... 128.58 kJ/mol

```
17
Properties=species:S:1:pos:R:3:forces:R:3:mulliken_charge:R:1
O 2.77442 -0.31419 -0.83741 0.0237 0.2456 -0.0059 -0.517
C 1.76234 -0.88555 -0.04006 -0.2148 -0.2404 0.1821 -0.711
C 0.39253 -0.37097 -0.43895 -0.0024 -0.1291 -0.0157 0.363
C -0.77599 -0.83439 0.42546 0.1330 -0.1184 0.0192 -0.665
C -1.78252 0.30106 0.24066 -0.0930 0.0825 -0.0148 -0.552
C -0.87349 1.53144 0.07045 -0.3128 0.1358 0.1009 -0.481
O 0.41688 1.04967 -0.29018 0.0907 0.0008 -0.0251 -0.424
H 2.61930 0.64035 -0.81385 0.1048 -0.1042 -0.0536 0.350
H 1.92835 -0.67838 1.03049 -0.0386 0.0104 -0.1700 0.329
H 1.81140 -1.97002 -0.18783 -0.0231 0.1330 0.0216 0.306
H 0.22497 -0.61718 -1.50062 -0.0430 0.0215 0.1356 0.201
H -0.45814 -0.89059 1.47459 -0.0065 -0.0166 -0.1491 0.294
H -1.16035 -1.81379 0.12658 0.0430 0.1524 0.0399 0.380
H -2.46073 0.40464 1.09352 0.1029 0.0065 -0.1642 0.323
H -2.39379 0.14018 -0.65489 0.1437 0.0110 0.1242 0.270
H -0.78271 2.09387 1.00916 0.0137 -0.0713 -0.1747 0.280
H -1.24246 2.21385 -0.70711 0.0784 -0.1195 0.1496 0.254
```
Positions in Å, forces in eV/Å.


Entry 4:
A cluster of 15 separate species, C14H57NO15 in total, computed with wB97M-V/def2-TZVPD.

Orbital gap ... 8.24 eV
Molar mass ... 479.6 u
2S+1 ... 1

```
87
Properties=species:S:1:pos:R:3:forces:R:3:mulliken_charge:R:1
C -8.31938 30.12735 4.72578 0.1049 1.2533 0.1043 -0.578
O -9.60705 30.02672 4.13574 0.0462 -0.5201 -0.1526 -0.555
H -7.60786 29.53645 4.15284 -0.0685 -0.2920 0.1620 0.269
H -7.95868 31.16688 4.66482 -0.1094 -0.1160 -0.0540 0.314
H -8.30007 29.87664 5.78504 -0.0332 -0.4387 -0.0878 0.210
H -10.30894 30.12299 4.80137 0.2825 0.2139 0.0607 0.318
C -16.81344 20.32610 5.62451 -0.1784 0.0858 0.5341 -0.591
O -16.84603 21.70240 5.27719 -0.1327 -0.0081 0.0514 -0.434
H -17.75876 20.01257 6.08682 -0.0196 -0.0374 -0.2518 0.288
H -16.64191 19.75526 4.71895 0.0705 -0.0693 -0.0307 0.203
H -16.03228 20.11300 6.36198 0.1767 -0.0060 -0.2485 0.253
H -17.15944 22.18484 6.05151 0.0777 0.1619 -0.0791 0.282
C -10.95087 29.78548 9.59342 -0.8701 0.5398 0.4240 -0.228
O -12.24091 30.31038 9.21848 0.3878 -0.1659 -0.0649 -0.511
H -11.07329 28.74102 9.88470 0.4054 -0.1374 -0.2883 0.054
H -10.28996 29.95200 8.75040 0.0703 -0.3023 -0.0818 0.100
H -10.56133 30.34056 10.45360 0.0827 -0.0448 -0.0792 0.340
H -12.84605 30.10606 9.93644 -0.0836 0.0547 -0.0545 0.280
C -7.54386 26.17921 6.77435 0.3011 0.1659 0.0638 -0.466
O -7.28298 27.23432 5.84785 -0.1125 -0.1586 -0.0430 -0.453
H -6.62746 25.89832 7.30173 -0.0176 0.0085 0.0097 0.363
H -8.25708 26.57630 7.49608 -0.0400 -0.1484 0.0381 0.056
H -7.96007 25.28829 6.30368 -0.0756 0.0918 -0.0346 0.242
H -7.07888 26.85292 4.98984 0.0134 -0.0225 0.0148 0.279
C -12.45413 28.81200 2.50670 -0.3377 0.3365 -0.6170 -0.115
O -13.61393 28.94878 1.67062 0.0082 0.0653 0.4312 -0.584
H -12.53523 29.50873 3.33992 -0.2057 0.0278 -0.0515 0.075
H -12.37560 27.80563 2.91072 0.2829 -0.0633 -0.1408 0.087
H -11.58596 29.11136 1.91884 0.2842 -0.2698 0.2700 0.294
H -13.49008 28.37294 0.91226 -0.0269 -0.0346 0.0159 0.301
O -15.38771 24.88205 2.94298 0.0988 0.0703 0.0099 -0.584
H -16.34073 24.98586 3.01286 0.0010 -0.0053 0.0104 0.272
H -15.26496 24.10515 2.38756 0.0366 -0.0490 0.0843 0.299
O -10.97569 22.14883 5.57149 0.0131 0.0714 -0.0751 -0.829
H -11.63346 22.85682 5.49617 0.1847 -0.0392 -0.1502 0.348
H -10.46299 22.39841 6.35698 -0.2489 -0.1873 -0.0343 0.339
O -11.44256 30.86665 6.09894 -0.0569 -0.1916 -0.0295 -0.600
H -11.98544 30.26772 6.62756 -0.0183 0.1205 0.1444 0.262
H -12.06131 31.49912 5.71902 0.0246 0.0145 0.0244 0.262
O -10.25351 22.47286 8.29678 0.0750 0.0847 0.1955 -0.599
H -10.52347 21.63438 8.68387 -0.0205 -0.0149 -0.0615 0.288
H -10.46296 23.14019 8.96366 0.1279 0.0158 0.0396 0.189
O -8.49115 24.68080 2.95446 0.1068 0.1307 0.1597 -0.597
H -8.61441 25.63464 3.07970 -0.1459 0.0118 -0.2250 0.283
H -7.56876 24.50927 3.16295 -0.0013 -0.0447 -0.0386 0.302
O -12.87207 19.96220 5.17859 0.0165 -0.0437 -0.0883 -0.610
H -12.85084 19.54177 4.31492 -0.0117 -0.0061 0.0045 0.289
H -12.14289 20.60386 5.15981 0.0563 0.1149 0.2036 0.366
O -18.19868 24.01014 6.58677 -0.1066 -0.0367 -0.0137 -0.646
H -18.32706 24.19338 5.65040 0.0059 -0.0461 -0.0100 0.309
H -18.13807 24.87450 7.00427 0.0144 -0.0150 0.0135 0.319
O -10.30143 24.50652 10.74559 -0.0549 -0.0216 -0.0190 -0.580
H -10.82216 24.42856 11.55122 -0.0068 -0.0344 -0.0157 0.303
H -9.86850 25.36338 10.81153 0.0417 -0.0229 -0.0525 0.289
O -9.31902 27.54370 2.71316 0.3419 -0.1627 0.1468 -0.601
H -9.19662 28.26365 3.35386 -0.4338 0.0890 -0.0845 0.335
H -9.31062 27.98028 1.85690 0.0171 -0.0351 -0.0158 0.255
C -14.00318 22.96471 7.03789 0.2828 0.1222 -0.4081 -2.126
C -13.68752 24.46222 7.09878 -1.1484 0.4942 0.2847 1.842
C -13.23365 24.80447 8.51589 0.6012 -0.4981 0.5680 -1.838
C -12.61555 26.19071 8.68416 -0.2583 -0.5004 0.1322 -0.390
C -11.44849 26.27826 7.71145 -0.5799 0.2445 0.1466 -1.184
C -11.88968 26.04307 6.26923 0.8342 1.0491 -0.3868 1.271
N -12.61626 24.79654 6.17241 0.6715 -0.7900 0.6076 1.723
O -12.84728 24.35451 4.85735 -0.3659 0.5515 0.1039 -0.615
C -12.62765 27.30882 5.77382 -0.2830 -0.6832 -0.2400 -1.026
C -10.60487 25.93370 5.41412 -0.8131 -1.2079 0.0719 -1.424
C -15.00181 25.20822 6.76687 -0.0741 0.1147 -1.5340 -1.635
H -14.58591 22.72341 6.14932 -0.0534 -0.0412 0.0471 0.485
H -14.56879 22.68082 7.92488 -0.0310 -0.0754 0.0186 0.463
H -13.07926 22.38983 6.97274 -0.0447 -0.0572 0.2588 0.257
H -14.03868 24.62281 9.23547 -0.2524 0.2260 -0.2897 0.438
H -12.48501 24.05242 8.80921 0.0673 0.1769 -0.1902 0.407
H -12.25509 26.27632 9.71338 -0.0461 0.1334 -0.0148 0.510
H -13.39733 26.94259 8.54119 0.2434 0.1820 -0.1334 0.342
H -10.72015 25.53066 8.03709 0.1643 0.0357 -0.2487 0.080
H -10.99049 27.27120 7.69549 0.1654 -0.0662 0.2908 0.302
H -13.45752 27.61866 6.40777 0.1625 0.1545 0.1190 0.323
H -11.88829 28.10111 5.66263 -0.1339 0.1562 -0.0392 -0.006
H -13.04600 27.08635 4.78904 0.0148 0.2075 -0.0141 -0.005
H -10.88838 25.87795 4.36430 0.2607 0.2529 -0.0715 0.233
H -9.86970 26.71141 5.60568 -0.1987 0.1998 -0.0215 0.433
H -10.18425 24.95277 5.65496 0.2683 0.1410 -0.0902 0.089
H -14.95618 26.29837 6.71874 0.1602 -0.0345 0.6853 0.233
H -15.86891 24.86833 7.32633 0.1711 -0.0144 0.3401 0.441
H -15.24522 24.97245 5.71551 -0.0743 -0.2197 0.2416 0.296
H -13.57964 24.88510 4.49754 -0.0503 -0.1913 -0.1762 0.327
```
Positions in Å, forces in eV/Å.


> Look up the 2S+1 of the second one.

3